Entry 1:
# C56H84O42

A 14-piece molecular cluster, C56H84O42 overall at a distorted geometry (ωB97M-V/def2-TZVPD, the OMol25 dataset).

Computed properties:
Multiplicity: 1
LUMO energy (eV): -0.35

Each line ends with the Löwdin charge.
Geometry (Å):
H -21.159822 -2.108938 27.129958  0.086
O -27.518178 2.292886 14.593847  0.160
C -10.329213 4.294530 26.831161  -0.515
O -11.228658 -5.600371 23.372040  0.068
O -15.357460 11.060080 11.174994  0.043
H -21.729142 -6.696462 11.132908  0.143
C -18.458515 4.833443 27.412566  -0.304
C -15.639364 -3.417289 13.515091  -0.011
C -16.845589 -0.260780 13.113026  -0.503
C -12.560693 -7.521520 23.350944  -0.254
C -13.918511 -1.193075 28.079600  -0.006
C -17.688085 5.138903 28.681078  -0.124
H -11.037237 -9.075754 22.680443  0.090
H -18.474077 3.547806 25.626551  0.084
O -16.710588 1.675483 19.102095  0.080
H -19.363137 7.120165 19.536822  0.157
H -13.868253 10.702712 12.661955  0.134
C -20.637663 -5.077984 27.094510  -0.095
O -11.032774 8.523306 16.823067  0.050
H -7.720907 0.616383 16.802632  0.148
C -15.632037 -2.097108 12.737801  -0.349
H -16.219312 -0.889275 18.443246  0.089
H -8.714427 7.147237 19.059573  0.080
O -10.065073 10.611505 16.301545  0.081
C -20.446223 7.078646 19.421501  -0.330
O -17.332141 8.100410 27.153362  0.167
C -16.675663 10.583805 11.287496  -0.459
H -14.995452 0.684606 21.561977  0.139
O -21.165155 -5.154389 15.025754  0.132
H -11.146336 6.473191 16.808954  0.147
H -25.889612 2.225012 23.086036  0.138
C -18.950849 -4.496391 25.692895  -0.497
H -24.231799 0.698394 13.908934  0.155
H -8.321853 5.735304 18.030726  0.079
C -9.947071 9.386391 16.636003  -0.439
C -20.873395 -2.630676 28.043103  0.001
H -20.243161 5.684352 17.842303  0.084
H -13.099675 5.551703 24.370145  0.083
O -27.502255 -0.964974 25.016205  0.140
H -22.971527 0.158570 23.742487  0.076
H -12.739715 -9.391211 22.398996  0.081
C -9.884003 0.467182 16.217300  0.003
O -6.573834 -0.616624 13.240863  0.132
H -12.156414 6.903181 24.938632  0.084
C -11.664779 -6.645544 24.234757  -0.086
H -10.472789 -0.253208 15.649440  0.076
H -16.640841 -1.545915 20.001892  0.090
O -8.827138 8.691808 16.767057  0.107
O -11.365881 4.482655 25.990749  0.064
C -21.044939 8.465343 19.689638  -0.107
C -13.276894 -1.567822 30.592084  -0.099
C -26.703354 1.446558 14.814237  -0.627
H -17.160089 0.696132 20.841214  0.148
H -15.477005 9.476653 13.566713  0.151
H -21.695991 -4.910270 26.894703  0.136
H -13.621379 -7.551033 23.600251  0.150
C -16.639990 -1.955647 11.612014  -0.100
C -7.128014 -0.611253 14.330572  -0.557
H -15.472957 -4.219281 12.795919  0.082
C -15.114465 0.750714 20.480503  -0.050
H -20.543873 -5.339013 11.167712  0.137
H -9.698276 6.722218 25.503365  0.139
H -20.354254 -1.987389 28.753582  0.083
H -21.741910 -2.992570 11.041730  0.083
C -21.357450 -5.838738 11.693503  -0.098
O -15.813750 0.244289 32.057381  0.122
O -15.899028 -1.061548 13.610133  0.092
H -16.897134 3.476435 26.582177  0.083
H -8.880490 6.770025 16.018926  0.158
C -14.326266 -1.604352 29.533548  -0.333
H -23.433106 -3.091140 11.071721  0.079
O -22.411147 6.688510 22.240372  0.098
H -16.072719 -1.856685 10.686540  0.138
O -27.013847 1.286397 24.622906  0.063
C -9.145539 7.341581 16.908389  -0.322
O -7.895696 0.378469 14.800625  0.089
H -16.526935 -3.666494 14.096660  0.094
H -25.682573 -1.318728 14.330899  0.132
C -19.984736 -3.838807 27.632390  -0.356
C -15.407639 9.201269 12.514360  -0.325
O -25.439284 1.707692 15.050731  0.088
H -10.753633 4.240651 24.056630  0.152
O -17.216495 -0.713074 11.896176  0.074
C -10.949384 5.042442 24.768609  -0.301
H -8.836731 5.489258 24.469139  0.136
C -20.862898 6.551958 18.068734  -0.024
H -21.860872 8.741960 19.021916  0.137
H -23.219592 1.748777 23.079056  0.089
O -19.133511 -3.469527 26.606106  0.059
H -13.027394 -2.609202 30.795505  0.139
O -25.419977 -0.171604 24.885618  0.082
C -26.744289 -0.035028 24.833645  -0.540
C -25.741608 -0.512463 15.062035  -0.085
C -9.628843 5.679548 25.193315  -0.083
H -21.833266 -2.935521 28.460017  0.080
H -19.309587 -4.100904 28.446998  0.150
O -17.397649 6.509046 28.744237  0.086
C -12.032161 -8.969250 23.112730  -0.023
H -11.892135 6.319928 23.309322  0.078
O -14.741782 2.075343 20.018989  0.103
H -19.536089 4.885919 27.568036  0.153
C -21.683027 7.080936 21.306162  -0.515
O -21.478953 8.357447 21.013095  0.086
H -10.849936 -7.249498 24.633957  0.134
H -8.971103 -1.949608 16.200732  0.133
H -12.936225 -1.619099 27.875390  0.079
C -25.856229 1.967715 24.144708  -0.116
O -19.821527 -5.470676 25.997705  0.082
C -22.501991 -4.864394 11.885968  -0.309
C -24.669719 0.582761 14.900382  -0.305
H -14.641196 -1.859386 12.350734  0.155
H -13.791467 9.779144 11.144776  0.130
H -7.203113 6.983429 18.158416  0.082
O -9.263968 4.930760 26.346055  0.069
H -20.582686 7.274861 17.302567  0.092
O -12.491723 -6.819489 22.052102  0.065
H -25.739740 -1.001023 16.036421  0.135
O -26.951030 0.168177 14.876816  0.104
C -8.033993 -1.393097 16.214991  -0.110
H -17.354336 -2.778811 11.597380  0.134
H -14.733046 -3.504363 14.114324  0.083
H -21.897309 6.208994 18.047204  0.099
C -24.743416 1.086979 24.590579  -0.287
C -15.107911 7.721763 12.278990  -0.016
O -17.644975 11.154582 10.772186  0.115
O -11.586484 -4.883844 21.228803  0.093
H -15.636777 7.069373 12.973821  0.086
H -25.825675 2.908271 24.694717  0.137
H -24.201763 0.366749 22.579883  0.090
C -10.581493 7.287165 17.263362  -0.144
O -21.064951 6.287117 20.404029  0.087
C -8.280082 6.821268 18.114487  -0.011
O -10.361819 3.533088 27.822152  0.098
H -22.986709 1.587947 15.906830  0.081
C -15.118736 -0.462431 31.326081  -0.531
O -18.114234 -4.510667 24.809423  0.134
C -14.460077 10.229706 11.878293  -0.110
H -17.893146 -0.798024 18.991015  0.089
H -10.059322 1.450081 15.779973  0.081
C -17.980331 3.597149 26.597066  -0.005
H -15.310159 7.432792 11.247629  0.094
C -16.854524 -0.727709 19.314159  -0.017
C -12.107373 6.000861 24.329106  -0.004
H -14.036707 7.598188 12.438187  0.081
H -20.597109 -5.887753 27.823025  0.137
H -16.717363 4.643995 28.710375  0.139
H -10.211063 0.293683 17.242512  0.080
H -24.057722 0.664189 17.004191  0.086
O -15.342819 -0.768544 30.024433  0.084
C -23.572414 0.676744 16.028268  -0.001
C -16.522022 0.603292 19.962378  -0.389
O -22.222889 -4.399244 13.204353  0.077
O -17.277074 0.750787 13.693038  0.112
H -14.744881 -2.606172 29.437540  0.146
H -22.487225 -3.999932 9.811592  0.086
C -15.613202 2.559689 19.218970  -0.540
H -18.293134 2.733742 27.184239  0.079
H -20.290439 9.242911 19.570433  0.137
C -8.345899 0.072409 16.094404  -0.315
H -14.513488 -0.015324 19.990507  0.132
O -15.554908 3.637316 18.647606  0.126
C -23.744882 0.862959 23.436120  -0.025
H -23.454134 -5.394462 11.909629  0.151
C -11.703043 -5.735317 22.131105  -0.534
H -24.261950 1.514595 25.470036  0.153
O -7.149681 -1.653582 15.145455  0.102
H -18.318724 4.825526 29.513055  0.137
O -16.700550 9.419253 11.975755  0.077
H -13.801650 -0.113130 27.989247  0.085
C -17.678135 7.031314 27.543617  -0.553
C -22.552874 -3.696952 10.856578  -0.009
O -13.952407 -0.965940 31.669577  0.094
O -18.087858 6.016847 26.734536  0.057
H -12.318761 -6.200778 24.984828  0.134
C -21.432562 -5.294391 13.843649  -0.584
H -12.386915 -1.021775 30.279257  0.142
H -12.123136 -9.493203 24.064200  0.083
H -14.582412 -1.484039 27.265548  0.078
H -10.709417 7.296389 18.345792  0.132
H -7.593996 -1.549389 17.199911  0.138
O -20.917789 -6.111150 12.994717  0.112
H -22.847571 -0.125654 15.890922  0.079

Cartesian forces (eV/Å) of the 3 atoms listed first:
0.30 0.27 0.01
-0.14 -0.16 0.07
-0.43 -3.21 2.43

Entry 2:
# C56H90N14

A 14-piece molecular cluster, C56H90N14 overall at a distorted geometry (ωB97M-V/def2-TZVPD, the OMol25 dataset).

Computed properties:
Multiplicity: 1
LUMO energy (eV): 0.29

Each line ends with the Löwdin charge.
Geometry (Å):
H 0.974131 -2.296249 -4.552355  0.086
H -7.419110 2.719969 1.486380  0.072
C 2.597843 5.577384 -1.248480  -0.107
H -6.252933 3.137036 0.318639  0.064
C 3.258392 4.538473 -2.136740  -0.242
H 0.648611 0.350640 -2.233522  0.054
C 6.931142 -0.811645 3.409508  -0.184
H -4.043075 3.206743 3.418605  0.113
C 1.874892 -0.810394 5.871722  -0.217
C -5.904473 -1.339480 -2.609028  -0.175
H -0.733607 7.170976 2.358130  0.083
N 0.182080 0.611287 -6.534138  0.136
H 3.114851 -1.728796 -3.511193  0.054
C -0.703389 3.268627 2.481672  -0.180
C -5.741851 3.856913 2.383187  -0.243
H 3.415763 -3.608106 -1.647931  0.074
N -3.128302 1.985942 0.816924  0.198
H -3.616445 -1.882624 6.864190  0.088
H -5.229262 4.735016 1.990392  0.104
H -3.865577 -4.436855 -5.702126  0.104
H 0.541136 5.482243 3.149238  0.122
H 7.942197 -0.508214 3.681163  0.121
C -3.853260 2.302915 1.638804  -0.219
H -4.265185 -0.140426 -5.792998  0.104
H 1.657089 -3.209423 -2.020615  0.036
H 2.935639 1.019652 5.880409  0.114
H -4.379105 -4.295636 0.452017  0.155
C 0.140123 6.901768 1.764642  -0.121
H 5.464390 -4.320751 0.691948  0.075
H 3.119665 4.698637 -3.205949  0.106
H -0.551492 4.224930 0.609320  0.088
H 0.673367 -2.425246 -7.008656  0.110
H 6.071131 1.148431 3.102093  0.114
C 0.447667 5.482179 2.063251  -0.265
H -0.531138 -0.177905 1.653074  0.091
H 2.055678 -3.902180 -0.562615  0.051
H 2.193653 -3.200897 -5.361456  0.099
C -1.642453 -4.059692 -1.177556  -0.110
H 4.394507 0.489461 1.458324  0.041
H 0.977315 7.555771 2.008555  0.081
H 3.489162 2.311621 -2.257959  0.111
C -3.777541 -3.363755 -5.617871  -0.128
H -0.613935 -3.752225 -1.295941  0.077
H -1.978595 6.105045 -0.576372  0.055
C -3.700624 -4.734419 -1.538475  -0.164
H -3.904662 -0.124647 -0.450699  0.061
C 4.532136 -6.109918 -2.037593  -0.257
H 3.919895 -2.810183 1.937680  0.053
H -1.697624 -0.745633 -0.518907  0.072
C -3.178922 -0.789363 3.743158  -0.150
C 1.516720 -0.548043 4.397811  -0.115
C -4.746375 2.738780 2.729777  -0.159
C 2.372113 -3.919736 -1.605527  -0.110
N 2.641451 2.147679 0.685302  0.168
H 2.930907 -7.391026 -2.270605  0.117
H 7.008154 -1.753827 2.866874  0.118
C 1.045100 1.479952 6.774951  -0.230
H -6.494125 0.598409 -0.043592  0.081
H -5.183463 1.841094 3.167052  0.122
H -3.054541 6.858666 -1.723363  0.076
H 2.948526 6.536573 -1.629349  0.079
C -0.626277 4.503068 1.660583  -0.179
N 1.111339 -4.141758 2.557045  0.129
H -2.136766 -3.481627 0.946679  0.112
H 1.173859 -5.644895 -1.977284  0.101
C 2.747827 2.603613 -0.402146  -0.178
H -6.150138 -1.970256 -3.450560  0.102
C -0.072710 0.045392 0.689708  -0.146
H -0.089923 7.183045 0.736988  0.055
H 1.900631 2.901407 -2.345333  0.071
H -4.590532 -5.158382 -1.979766  0.113
H -0.067474 6.805741 -2.486361  0.093
N 2.138081 -1.386853 0.874917  0.192
C -1.112273 6.564051 -2.681497  -0.223
C 1.397704 -1.735656 -6.575172  -0.180
H -3.342987 -0.614871 2.690054  0.091
H -1.712675 7.751539 -1.107831  0.070
N -3.634812 -4.361578 -0.227536  0.041
H -7.232760 4.402665 0.970741  0.070
H 2.711939 0.280801 7.385690  0.113
H 2.220978 0.049105 3.818563  0.067
N -2.577323 -2.868053 -5.160481  0.016
H 2.282938 -5.177361 -3.314874  0.099
H -1.324557 0.917135 -0.865010  0.044
H -4.872266 -2.001091 4.438603  0.080
N 0.140783 2.145205 6.938815  0.145
H -6.370903 4.217264 3.197154  0.112
H 4.037615 -5.318246 0.595809  0.039
H 1.313097 -1.478798 3.868347  0.049
C -3.870820 -1.134347 -5.641338  -0.124
H 0.583508 0.001519 4.274558  0.035
C -2.651966 -1.516358 -5.158994  -0.170
N -0.454002 3.156469 -1.864107  0.194
C -3.308148 -1.426109 5.935249  -0.097
H 6.848115 0.573492 1.717608  0.108
N -2.196099 -0.180962 4.420072  0.007
C -0.091554 -0.405552 -1.971912  -0.087
C 2.153872 0.576471 6.497295  -0.201
H 5.654792 -4.365805 2.976435  0.095
C 4.926219 -0.296633 1.994469  -0.130
N 5.799160 -1.232955 5.679487  0.161
C 0.702968 -0.415503 -6.570722  -0.241
N 5.632664 -5.827038 -2.129719  0.152
H 1.108156 -1.401948 6.372003  0.112
H -5.587570 -2.233645 -6.310657  0.097
C -6.693014 3.497329 1.248494  -0.126
H 3.835401 -1.281164 -5.125455  0.075
H -0.723048 -0.423639 -2.860169  0.049
H 4.336283 4.564447 -1.976869  0.101
C -4.777265 -0.374512 -1.035966  -0.142
H 2.626892 -0.241533 -4.351319  0.063
C -6.073415 0.003705 -0.840920  -0.116
C -2.486222 -4.674313 -2.067179  -0.165
C -2.375306 -3.887568 -0.025286  -0.128
N -4.632112 -1.135223 -2.196004  0.064
C 2.833223 3.053130 -1.801874  -0.182
H -1.541869 -0.107963 6.392691  0.090
C -3.949835 -1.502870 4.698022  -0.125
H -2.203678 4.939373 -3.756274  0.118
C 3.117079 -6.437873 -1.775688  -0.174
H -1.597622 0.540465 4.043945  0.065
C -4.554292 -2.289032 -6.001362  -0.124
H -1.536859 7.269849 -3.395422  0.106
H -3.761558 -1.462284 -2.590064  0.129
C 2.951427 -1.273107 -4.487791  -0.070
C 6.224432 0.226351 2.541395  -0.255
H 3.065915 5.494237 -0.267610  0.075
H -7.847060 -0.531558 -1.956129  0.094
N -0.792416 2.307216 3.120537  0.190
C 4.714434 -4.769892 2.601542  -0.223
H -1.817317 -0.898017 -4.863329  0.084
C -6.777962 -0.642353 -1.850488  -0.138
C -0.869049 -0.053888 -0.670732  -0.223
H 0.388619 -1.374930 -1.838333  0.039
H 1.536260 5.341955 -1.324077  0.055
H 0.318096 1.059209 0.776643  0.063
H -1.781586 -3.456306 -4.958356  0.135
H 4.359492 -0.645893 2.857565  0.050
H 4.465141 -5.641999 3.206001  0.110
C -2.266427 -0.517160 5.704239  -0.158
C 3.725272 -3.558360 2.706094  -0.191
H 2.844235 -1.308552 5.853813  0.083
C -2.004532 6.758166 -1.448636  -0.104
C 1.157909 -0.786025 0.820006  -0.200
H 2.192869 -1.571484 -7.302403  0.114
H 1.372647 5.260649 1.530873  0.095
H -2.251180 -4.994875 -3.071364  0.088
C 1.871233 -2.179289 -5.160316  -0.240
C -0.774093 4.015925 -2.537661  -0.187
H 3.124675 -6.630541 -0.702878  0.106
H 3.889582 -3.056799 3.659785  0.100
H 4.984576 -1.165610 1.339049  0.062
H 5.579357 -6.014129 0.887183  0.075
C 2.269536 -3.837823 2.612869  -0.232
C 2.178114 -5.310974 -2.238184  -0.231
C -1.204138 5.164467 -3.384328  -0.152
C 6.280998 -1.044132 4.678453  -0.253
H -0.614755 5.034887 -4.292036  0.113
H -1.629397 4.926039 1.714946  0.110
C 4.956234 -5.162950 1.161605  -0.122

Cartesian forces (eV/Å) of the 3 atoms listed first:
0.01 0.26 0.26
-0.12 0.07 0.39
1.00 -0.63 -0.84

Number 1: HOMO-LUMO gap 10.306 eV, calculated total energy -5344.353197 Eh. Number 2: HOMO-LUMO gap 7.701 eV, calculated total energy -2954.217954 Eh.